18
Properties=species:S:1:pos:R:3:forces:R:3 method="wB97M-V/def2-TZVPD" e_tot_ha=-364.15700 molar_mass_g_mol=105.137
N 2.04600 0.45155 -0.91490 -0.4 -1.4 -0.1
C 0.93452 0.22625 -0.11283 0.1 1.5 0.1
C 0.67518 -0.81188 0.70921 0.4 -0.1 -0.6
C 0.03196 2.56769 0.33886 -0.4 0.7 -0.2
C -0.08740 1.33330 -0.13355 0.5 -0.1 0.8
H 2.80830 -0.14622 -0.63859 0.3 0.1 -0.2
H 2.31003 1.41526 -1.00323 -0.1 0.2 -0.2
H 0.22319 -0.54860 1.65181 -0.9 -0.4 -0.2
H 1.01375 -1.82772 0.54047 0.7 0.2 0.4
H -0.88465 3.08784 0.60683 0.0 0.2 -0.6
H 0.91673 3.19708 0.44189 0.2 -0.8 0.5
H -1.06651 0.99137 -0.43051 -0.3 -0.1 0.4
H -1.38040 -1.97344 -1.89228 0.2 0.1 0.1
H 0.09880 -1.55966 -1.80714 -0.1 0.1 0.1
O -0.48899 -2.25007 -2.12728 -0.1 -0.2 -0.2
H -1.68553 -0.59777 1.70767 -0.1 -0.1 -0.1
H -3.13015 -1.10400 1.69142 0.0 0.0 0.0
O -2.44876 -0.75884 2.27530 0.0 0.1 0.0